Formula: C5H5IN2O3
Source: OMol25
Level of theory: ωB97M-V/def2-TZVPD

The geometry in XYZ format:
```
16
Properties=species:S:1:pos:R:3:forces:R:3
N 0.8608 1.0995 0.7189 4.088 0.318 1.979
C -1.9304 -0.6080 -0.5586 2.262 2.581 0.355
C -1.2742 -1.6195 0.2172 -0.252 -0.375 1.137
O 0.7985 -1.5274 1.6311 -1.268 -0.796 0.686
H 1.5378 0.5622 1.4129 -1.297 1.509 -1.689
C -0.2493 -1.0613 0.8632 2.769 0.037 0.701
C 2.1049 0.8699 -1.2380 -0.278 -3.193 -0.514
H -2.7105 -0.6117 -1.2900 -0.380 -0.284 0.145
C -1.1194 0.5254 -0.3444 -2.352 0.450 -1.060
H -1.5615 -2.5424 0.6656 -0.706 -0.923 -0.831
N -0.0754 0.2648 0.5294 -3.588 -1.502 -1.774
O 2.1231 -0.1890 -1.7643 -0.338 2.335 1.349
H -0.6659 2.4956 -0.4626 -1.519 -2.308 -0.633
I 3.1368 2.5956 -1.9292 0.390 0.879 -0.210
O -1.3545 1.7977 -0.7935 1.797 1.007 0.674
H 0.3794 -2.0515 2.3422 0.673 0.264 -0.313
```
Positions in Å, forces in eV/Å.

The net charge is 0. The calculation puts the HOMO-LUMO gap (alpha / beta) at 6.90 / 6.69 eV. The spin multiplicity is 1. Its HOMO energy (alpha / beta) is -7.85 / -7.92 eV.

The Löwdin scheme yields these atomic charges, measured in e: atom 1 (N): 0.129, atom 2 (C): 0.019, atom 3 (C): -0.031, atom 4 (O): 0.049, atom 5 (H): 0.143, atom 6 (C): -0.352, atom 7 (C): -0.730, atom 8 (H): 0.101, atom 9 (C): -0.310, atom 10 (H): 0.109, atom 11 (N): -0.151, atom 12 (O): -0.015, atom 13 (H): 0.154, atom 14 (I): 0.723, atom 15 (O): 0.037, atom 16 (H): 0.126